C40H33N6O2PdS3 | wB97M-V/def2-TZVPD

Geometry as XYZ:
```
85
Properties=species:S:1:pos:R:3:forces:R:3:mulliken_spin:R:1
Pd 1.01882 -0.06926 -0.99727 -0.55 0.33 0.82 1.59
O -0.09264 1.69777 -0.82279 -0.29 0.20 -0.26 0.31
C 0.25375 2.90869 -0.16848 -0.15 0.06 0.00 -0.03
C 1.62562 2.74031 0.50123 -0.03 -0.07 0.07 0.00
C 1.59934 1.67688 1.55099 0.06 -0.04 -0.07 0.02
C 1.65617 1.99259 2.89889 0.04 0.07 0.11 0.01
C 1.64343 0.97497 3.83200 0.01 0.04 0.08 -0.01
C 1.56544 -0.33705 3.39837 0.03 -0.03 0.17 0.01
C 1.47984 -0.59703 2.04387 -0.03 -0.02 -0.15 0.02
C 1.36172 -1.99333 1.50683 -0.06 0.16 0.01 -0.01
C -0.03067 -2.32610 0.91391 0.05 0.05 -0.15 -0.03
O -0.21437 -1.54268 -0.23822 -0.12 -0.20 0.36 0.49
C -0.01200 -3.81552 0.51305 -0.09 -0.02 -0.14 -0.01
C -0.28509 -4.17684 -0.80151 -0.04 -0.13 -0.01 0.00
C -0.27566 -5.51131 -1.19803 0.02 0.07 0.03 0.00
C 0.00930 -6.51076 -0.27919 -0.01 0.04 0.00 0.00
C 0.27727 -6.16144 1.03844 0.01 0.04 0.00 0.00
C 0.26443 -4.82845 1.42855 0.05 -0.04 0.06 0.00
C -1.17644 -2.06991 1.90614 -0.06 -0.01 -0.14 -0.03
C -1.09319 -2.41124 3.25413 0.09 -0.01 0.02 0.01
C -2.17308 -2.22548 4.10782 0.01 0.00 -0.04 0.00
C -3.36455 -1.70298 3.62355 0.02 0.00 -0.03 0.00
C -3.46304 -1.36888 2.27957 0.03 0.05 -0.01 0.00
C -2.37639 -1.54773 1.43156 -0.03 0.00 0.01 0.01
N 1.50303 0.40489 1.15249 -0.07 -0.34 -0.08 0.16
C -0.77548 3.22446 0.92386 0.00 -0.10 0.05 -0.01
C -1.51719 2.19373 1.49154 -0.07 0.04 0.06 0.02
C -2.37817 2.44388 2.55574 0.04 0.03 -0.04 0.00
C -2.50585 3.72993 3.06300 0.01 -0.02 -0.02 0.00
C -1.76831 4.76504 2.50010 0.03 -0.01 -0.05 0.00
C -0.90828 4.51304 1.43813 0.02 0.01 0.03 0.00
C 0.29781 4.02565 -1.21713 -0.16 -0.15 -0.15 0.01
C 1.47331 4.58830 -1.69228 0.05 0.06 -0.03 0.01
C 1.44757 5.53628 -2.71336 0.02 -0.02 0.06 0.00
C 0.24437 5.93010 -3.27328 -0.05 -0.04 0.03 0.00
C -0.94304 5.37806 -2.79967 0.01 0.02 -0.01 0.00
C -0.91004 4.43970 -1.78144 -0.06 0.00 0.00 0.00
H 2.35859 2.47519 -0.25845 0.05 0.01 0.05 0.00
H 1.91686 3.68541 0.95741 0.02 0.02 -0.01 0.00
H 1.70905 3.03154 3.19822 0.00 -0.04 -0.01 0.00
H 1.69681 1.20013 4.89044 0.00 -0.01 -0.05 0.00
H 1.57388 -1.15592 4.10508 -0.03 0.02 -0.03 0.00
H 2.05934 -2.11467 0.67958 0.18 -0.11 -0.05 0.00
H 1.62966 -2.72241 2.26864 -0.01 0.06 0.06 0.00
H -0.51929 -3.39778 -1.51191 -0.03 -0.04 0.05 0.00
H -0.49833 -5.77142 -2.22889 0.01 0.03 0.08 0.00
H 0.01242 -7.55151 -0.58108 0.01 0.06 0.02 0.00
H 0.49601 -6.93081 1.77008 -0.02 0.05 -0.04 0.00
H 0.46902 -4.59263 2.46756 -0.03 -0.02 -0.08 0.00
H -0.18083 -2.83666 3.65941 -0.06 0.06 -0.03 0.00
H -2.08367 -2.49655 5.15340 0.00 0.02 -0.06 0.00
H -4.20981 -1.56392 4.28720 0.05 -0.01 -0.04 0.00
H -4.39159 -0.96605 1.88789 0.08 -0.03 0.03 0.00
H -2.45542 -1.28889 0.38240 0.00 0.00 0.04 -0.01
H -1.40688 1.18673 1.10826 -0.02 -0.02 0.01 -0.03
H -2.93859 1.62576 2.99273 0.01 0.00 -0.02 0.00
H -3.17389 3.92708 3.89358 0.03 -0.01 -0.06 0.00
H -1.86602 5.77390 2.88580 0.02 -0.07 -0.03 0.00
H -0.34084 5.32887 1.00123 -0.03 -0.04 0.02 0.00
H 2.43173 4.29897 -1.27908 -0.05 0.03 -0.06 0.00
H 2.37796 5.96461 -3.06876 -0.06 -0.03 0.03 0.00
H 0.22639 6.66853 -4.06567 -0.01 -0.03 0.04 0.00
H -1.89396 5.69493 -3.21491 0.07 -0.03 0.03 0.00
H -1.84263 4.04282 -1.38653 0.07 0.03 -0.04 0.00
N -2.05795 1.10949 -2.35403 0.07 0.73 0.58 0.20
C -1.66605 0.04904 -2.96495 0.06 -0.15 -0.23 0.04
N -0.43734 -0.46458 -2.79735 -0.34 0.02 -0.10 0.10
C -0.28374 -1.58038 -3.48808 -0.43 -0.19 -0.33 0.08
C -1.40455 -1.96086 -4.28004 0.31 -0.24 -0.04 0.37
S -2.67615 -0.87944 -4.09463 0.09 0.13 0.12 0.12
C 0.93309 -2.31753 -3.34801 0.18 -0.51 -0.33 0.00
C 1.33105 -3.37992 -4.11728 -0.23 0.21 0.03 0.13
S 2.87027 -3.90498 -3.61774 0.19 0.02 0.16 0.04
C 2.88658 -2.64759 -2.39007 0.11 -0.21 -0.04 0.03
N 1.80195 -1.93214 -2.36358 -0.07 0.16 -0.04 0.04
N 3.91292 -2.46461 -1.54755 0.06 -0.02 0.09 0.01
H -1.31070 1.56016 -1.64044 0.10 -0.16 -0.08 -0.05
H -2.98134 1.49055 -2.50577 0.07 -0.05 0.02 -0.01
H -1.50205 -2.83356 -4.91429 0.09 0.13 0.12 -0.01
H 0.81922 -3.85024 -4.94663 0.06 0.09 0.14 0.00
H 4.78345 -2.93951 -1.70576 0.02 -0.04 -0.01 0.00
H 3.95053 -1.55267 -1.10035 0.00 0.02 -0.05 -0.01
S 2.42672 1.68052 -3.64156 0.04 -0.12 0.07 0.24
C 2.84841 0.94238 -2.28635 0.53 -0.04 0.16 -0.02
N 3.14199 0.39232 -1.26031 0.06 0.31 -0.69 0.18
```
Positions in Å, forces in eV/Å.

The calculation puts the LUMO energy (alpha / beta) at -3.38 / -5.89 eV. For the HOMO energy (alpha / beta), the calculation gives -10.92 / -10.91 eV. Its multiplicity is 5. As for the total charge: +1. The value obtained for the total energy is -91029.5331 eV. Its energy above the lowest of the compared OMol25 structures with the same formula, charge and spin is 1.4653 eV. Its expectation value of S² is 6.04. The maximum force comes out at 1.04 eV/A. For the HOMO-LUMO gap (alpha / beta), the calculation gives 0.27715 / 0.18447 Ha.